Computed, not measured: a structure of composition C4H9NO, with ωB97M-V with the def2-TZVPD basis set.

Structure (ORCA input):
```
! RIJCOSX wB97M-V def2-TZVPD def2/J DEFGRID3
* xyz 0 1
C -0.14 -1.96 0.40
C -0.53 -0.56 0.05
C 0.54 1.40 1.01
N -0.26 -0.11 -1.22
C -0.24 1.21 -1.41
O -0.50 1.93 -0.38
H 0.07 -2.03 1.47
H 0.78 -2.25 -0.12
H -0.91 -2.71 0.17
H -1.42 -0.13 0.49
H 0.70 2.46 1.14
H 1.47 0.90 0.72
H 0.09 0.96 1.90
H 0.17 -0.71 -1.90
H 0.18 1.60 -2.33
*
```

energy relative to the best compared isomer or geometry (same formula, charge and spin)	113.0	kcal/mol
calculated total energy	-287.652398	Eh
highest occupied orbital energy (alpha / beta)	-6.45 / -6.45	eV
strongest force on any atom	0.42	eV/A
frontier orbital gap (alpha / beta)	7.37 / 7.37	eV